No. 1
Below is a single C3H5N3 molecule, with properties calculated with ωB97M-V/def2-TZVPD.

```
11
Properties=species:S:1:pos:R:3:mulliken_charge:R:1
C 0.057 0.193 -0.173 0.65
C -0.941 -0.842 -0.173 -0.75
C -1.014 -1.488 1.099 0.39
H -0.315 0.889 -2.301 0.24
H 0.979 1.646 -1.394 0.18
H 0.896 -0.131 1.648 0.26
H 1.524 1.219 0.773 0.23
H -1.578 -0.769 -1.036 0.27
N 0.156 1.035 -1.314 -0.48
N 1.053 0.311 0.753 -0.44
N -0.816 -2.064 2.119 -0.56
```

The multiplicity is 1. As for the net charge: 0. The calculation puts the HOMO energy at -8.12 eV. As for the SMILES: N#CC=C(N)N. The HOMO-LUMO gap is 0.3174 Eh.

***

No. 2
Below is a single C3H5N3 molecule, with properties calculated with ωB97M-V/def2-TZVPD.

```
11
Properties=species:S:1:pos:R:3:mulliken_charge:R:1
N 1.720 0.950 -1.135 -0.60
C 0.646 0.391 -0.522 0.73
C 0.289 0.212 0.888 -0.38
N -1.080 -0.193 1.023 -0.47
C -1.686 -0.702 0.029 -0.28
N 0.159 -0.118 -1.557 -0.48
H 2.579 0.575 -0.654 0.24
H 0.974 -0.509 1.354 0.26
H 0.451 1.172 1.383 0.29
H -2.746 -0.810 0.208 0.31
H -1.306 -0.969 -1.019 0.39
```

The multiplicity is 1. As for the net charge: 0. The calculation puts the HOMO energy (alpha / beta) at -9.23 / -9.46 eV. The HOMO-LUMO gap (alpha / beta) is 0.3127 / 0.3275 Eh.

***

No. 3
Below is a single C3H5N3 molecule, with properties calculated with ωB97M-V/def2-TZVPD.

```
11
Properties=species:S:1:pos:R:3:mulliken_charge:R:1
N 2.037 -0.300 -0.194 -0.55
C 0.646 -0.094 -0.096 0.60
C -0.199 0.880 -0.589 -0.69
N -1.497 0.419 -0.270 -0.04
C -1.314 -0.672 0.493 -0.18
N -0.067 -1.050 0.572 -0.60
H 2.252 -1.171 0.283 0.29
H 2.627 0.433 0.183 0.25
H 0.017 1.720 -1.232 0.37
H -2.440 0.788 -0.359 0.21
H -2.063 -0.953 1.210 0.33
```

The multiplicity is 1. As for the net charge: 0. The calculation puts the HOMO energy at -8.00 eV. As for the SMILES: Nc1c[nH]cn1. The HOMO-LUMO gap is 0.3307 Eh.

***

Energy relative to the best compared isomer or geometry (same formula, charge and spin)
In order: 1.089, 5.095, 0.384
Unit: eV